Here is C5H5NS2 as an isolated structure from OMol25. Energies are from wB97M-V/def2-TZVPD.

Geometry (Å):
C: -0.42 0.28 0.00
C: 0.61 -0.26 -0.94
C: 1.56 -0.17 0.11
C: 0.45 -0.09 1.19
C: -1.56 -0.60 -0.01
H: -2.65 1.47 -0.49
H: 1.12 0.32 -1.95
H: 0.35 -1.25 -1.48
H: 0.53 0.51 2.10
H: 0.14 -1.26 1.50
N: -2.19 -1.56 -0.01
S: -1.01 2.20 0.00
S: 3.07 0.42 -0.01

Properties
**Gap between HOMO and LUMO**: 7.95 eV
**ΔE to the lowest compared entry with this formula, charge and spin**: 474.8 kJ/mol
**E_LUMO**: -1.17 eV
**Strongest force on any atom**: 7.30 eV/Å

Atom charges from the Löwdin analysis, given in e for atoms 1 to 5: -0.750, -0.249, -0.813, -0.141, -0.322

Here is C42H36BrGeN5O2SSeTi as an isolated structure from OMol25. Energies are from wB97M-V/def2-TZVPD.

Geometry (Å):
Ti: 1.70 -0.23 0.97
C: -2.72 0.94 3.61
N: -1.32 1.07 3.97
C: -0.82 1.95 4.90
C: 0.51 1.78 4.96
N: 0.84 0.78 4.04
C: -0.31 0.37 3.42
S: -0.50 -0.79 2.21
C: 2.09 0.17 3.98
C: 2.91 0.21 5.11
C: 4.12 -0.45 5.10
C: 4.49 -1.18 3.98
C: 3.64 -1.18 2.90
N: 2.47 -0.50 2.88
H: -3.33 1.01 4.51
H: -2.89 -0.01 3.13
H: -3.01 1.75 2.93
H: -1.45 2.64 5.43
H: 1.24 2.33 5.52
H: 2.58 0.74 5.99
H: 4.77 -0.41 5.97
H: 5.41 -1.74 3.95
H: 3.87 -1.76 2.02
Br: 7.23 0.38 -2.89
C: 5.72 0.19 -1.77
C: 5.33 -1.08 -1.36
C: 4.20 -1.22 -0.57
C: 3.42 -0.11 -0.17
C: 3.87 1.15 -0.59
C: 5.00 1.31 -1.38
H: 5.91 -1.95 -1.65
H: 3.94 -2.23 -0.28
H: 3.34 2.05 -0.31
H: 5.32 2.29 -1.70
O: -0.07 2.86 1.97
C: 0.54 2.36 1.07
O: 1.52 1.45 1.29
C: 0.29 2.56 -0.40
C: 0.06 1.20 -1.10
Ge: -1.74 1.09 -2.11
C: -2.79 2.58 -1.39
C: -3.11 2.50 -0.04
C: -3.81 3.52 0.59
C: -4.22 4.62 -0.15
C: -3.92 4.71 -1.50
C: -3.20 3.70 -2.12
C: -2.67 -0.58 -1.65
C: -2.11 -1.64 -0.95
C: -2.82 -2.80 -0.67
C: -4.14 -2.90 -1.09
C: -4.72 -1.87 -1.81
C: -3.99 -0.72 -2.09
C: -1.36 1.04 -4.03
C: -2.25 1.57 -4.95
C: -2.04 1.40 -6.31
C: -0.92 0.70 -6.76
C: -0.03 0.17 -5.85
C: -0.25 0.33 -4.49
H: 1.16 3.07 -0.82
H: -0.56 3.23 -0.51
H: 0.06 0.38 -0.33
H: 0.86 1.01 -1.81
H: -2.81 1.62 0.52
H: -4.05 3.46 1.64
H: -4.77 5.42 0.34
H: -4.25 5.56 -2.07
H: -2.94 3.78 -3.17
H: -1.09 -1.56 -0.60
H: -2.36 -3.60 -0.12
H: -4.71 -3.80 -0.87
H: -5.74 -1.95 -2.15
H: -4.45 0.08 -2.65
H: -3.13 2.11 -4.61
H: -2.75 1.80 -7.03
H: -0.76 0.57 -7.83
H: 0.84 -0.38 -6.20
H: 0.46 -0.09 -3.79
Se: 1.30 -2.05 -1.73
N: 1.39 -2.00 0.07
C: 1.11 -3.25 0.53
C: 1.12 -3.68 1.87
C: 0.82 -4.98 2.14
C: 0.51 -5.91 1.11
C: 0.51 -5.54 -0.19
C: 0.81 -4.20 -0.52
N: 0.87 -3.72 -1.75
H: 1.35 -2.98 2.67
H: 0.83 -5.33 3.17
H: 0.27 -6.93 1.39
H: 0.29 -6.24 -0.99

Properties
**Gap between HOMO and LUMO**: 6.04 eV
**ΔE to the lowest compared entry with this formula, charge and spin**: 132.9 kJ/mol
**Charge**: +2
**E_LUMO**: -7.13 eV
**Strongest force on any atom**: 1.65 eV/Å

Atom charges from the Löwdin analysis, given in e for atoms 1 to 5: 0.895, 0.017, -0.089, 0.007, 0.001

Here is a 2-piece molecular cluster, C2H7NO2 overall from OMol25. Energies are from wB97M-V/def2-TZVPD.

Geometry (Å):
N: -1.25 -0.78 0.77
C: -1.10 -2.12 0.95
O: -1.71 -2.79 1.74
H: -1.96 -0.27 1.25
H: -0.49 -0.40 0.28
H: -0.37 -2.56 0.25
C: 1.37 1.21 -0.96
O: 0.39 1.90 -0.21
H: 1.39 1.61 -1.97
H: 1.10 0.16 -1.08
H: 2.36 1.23 -0.50
H: 0.29 2.81 -0.51

Properties
**Gap between HOMO and LUMO**: 10.48 eV
**ΔE to the lowest compared entry with this formula, charge and spin**: 130.3 kJ/mol
**E_LUMO**: 0.61 eV
**SMILES string**: NC=O.CO
**Strongest force on any atom**: 1.85 eV/Å

Atom charges from the Löwdin analysis, given in e for atoms 1 to 5: 0.138, -0.431, 0.015, 0.102, 0.036

Here is C30H47BrCl2CoN3O6Si as an isolated structure from OMol25. Energies are from wB97M-V/def2-TZVPD.

Geometry (Å):
C: -0.87 -0.58 -3.57
C: -0.42 -1.88 -3.01
H: -0.55 -0.44 -4.61
H: -0.46 0.25 -2.97
H: -1.97 -0.48 -3.54
C: 0.05 -2.91 -3.74
C: 0.18 -2.92 -5.22
H: 0.35 -3.83 -3.25
H: -0.06 -1.96 -5.68
H: -0.49 -3.67 -5.66
H: 1.20 -3.20 -5.52
Co: 0.57 0.24 0.22
Cl: 0.24 1.86 -1.29
C: 0.48 -2.47 1.99
O: 1.33 -1.60 1.70
N: 0.68 -3.47 2.87
C: 1.99 -3.68 3.45
C: -0.37 -4.42 3.21
H: -0.53 -2.49 1.54
H: 2.61 -2.80 3.23
H: 2.45 -4.58 3.04
H: 1.88 -3.81 4.53
H: -1.32 -4.11 2.76
H: -0.48 -4.47 4.31
H: -0.11 -5.43 2.85
H: 1.40 2.88 5.06
H: -0.59 4.19 4.43
C: 1.79 2.94 4.03
C: -0.21 4.26 3.40
N: 0.67 3.13 3.12
H: 2.33 2.03 3.77
C: 0.51 2.40 2.03
O: 1.21 1.39 1.74
H: -1.03 4.23 2.68
H: -0.30 2.74 1.35
H: 2.45 3.82 3.98
H: 0.34 5.21 3.29
H: 2.09 -0.26 -3.40
H: 2.99 -2.76 -3.10
C: 2.93 0.06 -2.77
C: 3.82 -2.24 -2.58
N: 3.35 -1.04 -1.91
H: 2.63 0.91 -2.16
C: 3.33 -0.92 -0.57
O: 2.89 0.06 0.03
H: 4.24 -2.91 -1.82
H: 3.76 -1.80 -0.04
H: 3.77 0.34 -3.43
H: 4.58 -1.98 -3.32
O: 0.53 -1.27 -0.93
C: -0.49 -1.98 -1.48
C: 0.76 -4.05 -0.67
C: -0.45 -3.43 -0.95
H: 1.69 -3.49 -0.84
C: 0.78 -5.37 -0.19
H: -1.47 -1.56 -1.19
C: -1.65 -4.12 -0.77
H: 1.74 -5.83 0.06
C: -0.42 -6.07 -0.04
C: -1.63 -5.45 -0.34
H: -2.58 -3.59 -1.01
H: -0.40 -7.11 0.31
H: -2.57 -5.99 -0.24
Si: 0.25 6.52 -2.93
Cl: -0.03 5.70 -4.81
C: 2.09 6.42 -2.61
C: -0.80 5.49 -1.79
C: -0.30 8.32 -3.02
H: 2.43 5.37 -2.67
H: 2.34 6.81 -1.61
H: 2.65 7.00 -3.35
H: 0.30 8.88 -3.75
H: -0.19 8.80 -2.04
H: -1.35 8.39 -3.32
H: -0.49 4.44 -1.81
H: -1.86 5.54 -2.11
H: -0.74 5.86 -0.76
Br: -3.79 1.17 0.26
C: -4.07 0.55 2.01
C: -5.36 0.67 2.55
C: -5.62 0.29 3.87
C: -4.59 -0.25 4.65
C: -3.32 -0.42 4.10
C: -3.03 -0.01 2.79
C: -1.59 -0.04 2.33
O: -0.73 -0.03 3.24
O: -1.34 -0.07 1.06
H: -6.14 1.08 1.93
H: -6.62 0.42 4.27
H: -4.78 -0.55 5.68
H: -2.51 -0.83 4.70

Properties
**Gap between HOMO and LUMO (alpha / beta)**: 6.94 / 7.05 eV
**ΔE to the lowest compared entry with this formula, charge and spin**: 0.0 kJ/mol
**Charge**: -1
**<S²>**: 3.756
**E_LUMO (alpha / beta)**: 2.49 / 2.49 eV
**Strongest force on any atom**: 2.97 eV/Å
**2S+1**: 4

Atom charges from the Löwdin analysis, given in e for atoms 1 to 5: -0.064, -0.226, 0.058, -0.008, 0.090